Entry from the Open Molecules 2025 dataset: a structure of composition C12H25CoNS4 (ωB97M-V/def2-TZVPD).

```
! RIJCOSX wB97M-V def2-TZVPD def2/J DEFGRID3
* xyz 0 4
Co -0.8518 -0.0068 -0.3493
S -0.7405 -2.2382 -0.7408
S -0.7967 2.2748 -0.6398
C 0.3859 -3.1118 0.3975
C 0.1582 -2.3987 -2.3352
C 1.0274 -1.1951 -2.6740
N 0.2588 0.0507 -2.3777
C 0.9093 1.3590 -2.6811
C -0.0551 2.4769 -2.3083
H -0.6258 -2.5234 -3.1012
H 0.7412 -3.3198 -2.2782
H 1.2716 -1.2103 -3.7562
H 1.9766 -1.1945 -2.1068
H 1.1220 1.4078 -3.7688
H 1.8704 1.4375 -2.1375
H -0.9085 2.4879 -3.0089
H 0.4313 3.4538 -2.3322
C 0.4609 3.1239 0.3800
H -0.6003 0.0117 -2.9587
H 1.3994 2.5767 0.3084
H 0.1030 3.0806 1.4109
H 0.5643 4.1556 0.0688
H -0.0490 -3.0332 1.3946
H 1.3575 -2.6192 0.3926
H 0.4614 -4.1523 0.1064
C -2.8938 -0.0420 -0.2509
C -2.4187 -0.0547 -1.5927
H -3.3272 0.8895 0.1453
H -3.3198 -0.9676 0.1556
H -2.6022 0.8638 -2.1680
H -2.6306 -0.9731 -2.1489
C -0.6901 -0.0657 4.3079
C -0.2598 -0.0546 2.8654
S -1.4193 -0.1042 1.6710
C 1.0806 -0.0307 2.4840
C 2.2269 -0.0339 3.4962
S 1.2583 -0.0075 0.7790
H -1.7943 -0.0688 4.3380
H -0.3295 0.8322 4.8379
H -0.3255 -0.9699 4.8259
H 2.8798 -0.9078 3.4084
H 2.8645 0.8530 3.4323
H 1.8294 -0.0517 4.5091
*
```

Results
LUMO energy (spin up / spin down)   0.0189 / -0.0107 hartree

Results of the Mulliken charge analysis, in e, for atoms 1 through 8: -0.235, 0.150, 0.116, -1.088, -0.724, -0.776, -0.131, -0.775


Entry from the Open Molecules 2025 dataset: a cluster of 2 separate species, C15H26N2O4P in total (ωB97M-V/def2-TZVPD).

```
! RIJCOSX wB97M-V def2-TZVPD def2/J DEFGRID3
* xyz 1 1
C -1.1012 2.1332 -3.9103
P -0.6399 0.3753 -3.4941
C 0.3189 -0.4666 -4.8566
C 0.2778 0.2546 -1.8460
C 1.5689 1.1574 -1.6954
C 2.9387 0.4106 -1.9092
C 3.9926 0.6708 -0.7875
C 3.5695 0.1235 0.5978
O 2.6814 0.6434 1.2228
O 4.2245 -0.9489 1.1389
C -0.7904 0.8562 -0.8337
C -1.6162 -0.4214 -0.4089
N -2.6971 -0.8751 -1.3630
C -2.5327 -2.0068 -1.7947
O -2.4451 -3.0374 -2.2675
C -0.4878 -1.4929 -0.4171
N 0.4423 -1.0663 -1.2090
H -2.1014 2.3196 -3.4458
H -1.2495 2.2144 -5.0099
H -0.4235 2.9207 -3.5113
H 1.2345 0.0631 -5.2030
H 0.6704 -1.4442 -4.4318
H -0.3931 -0.7197 -5.6687
H 1.5210 1.9885 -2.4412
H 1.5434 1.6486 -0.6945
H 2.8613 -0.6908 -2.0553
H 3.3787 0.8092 -2.8570
H 4.9504 0.1550 -1.0505
H 4.2536 1.7523 -0.7110
H 3.7243 -1.1444 1.9566
H -1.4045 1.7154 -1.1712
H -0.3802 1.1821 0.1538
H -2.1872 -0.2403 0.5293
H -0.4879 -2.4432 0.1482
H 1.2128 -1.7369 -1.2836
C -0.9935 -0.0860 5.1901
C -2.2823 -0.8095 5.5392
C -3.1971 -0.3880 4.4034
O -2.3593 -0.1771 3.2547
C -0.9878 -0.1696 3.6743
H -0.1056 -0.5264 5.6432
H -1.0563 0.9584 5.5066
H -2.1207 -1.8907 5.5082
H -2.6784 -0.5528 6.5209
H -3.7024 0.5559 4.6289
H -3.9529 -1.1397 4.1717
H -0.5247 -1.1034 3.3306
H -0.4663 0.6697 3.2087
*
```

Results
LUMO energy   -0.1683 hartree

Results of the Mulliken charge analysis, in e, for atoms 1 through 8: -1.054, 0.255, -1.067, 0.609, -1.094, -0.679, -0.836, 0.591


Entry from the Open Molecules 2025 dataset: a cluster of 2 separate species, H4N2S2 in total (ωB97M-V/def2-TZVPD).

```
! RIJCOSX wB97M-V def2-TZVPD def2/J DEFGRID3
* xyz 0 1
N -2.7606 -0.3699 0.0714
N 2.3919 0.6223 0.0679
S -1.1224 -0.5347 -0.2183
S 3.7932 -0.2120 -0.1489
H -3.3546 -0.0486 -0.6735
H -3.0706 -1.1392 0.6348
H 1.7324 0.1515 0.6445
H 2.3907 1.5307 -0.3779
*
```

Results
LUMO energy (spin up / spin down)   -0.0178 / -0.0460 hartree

In the Mulliken picture, each atom carries the following charge in e: -0.422, -0.349, -0.101, -0.153, 0.262, 0.268, 0.239, 0.256


Entry from the Open Molecules 2025 dataset: a structure of composition C13H11Cl2N5O3RuS3 (ωB97M-V/def2-TZVPD).

```
! RIJCOSX wB97M-V def2-TZVPD def2/J DEFGRID3
* xyz 0 1
Ru -0.0080 0.1558 -0.0017
O 0.1670 -0.1918 2.1148
N -0.1243 -1.4198 2.5634
C 0.1532 -1.6639 3.8657
C -0.0265 -2.9008 4.4092
C -0.5333 -3.9211 3.5922
C -0.8560 -3.6391 2.2936
C -0.6568 -2.3528 1.7491
S -1.0952 -1.9457 0.1522
H 0.5162 -0.8034 4.4068
H 0.2216 -3.0660 5.4470
H -0.6677 -4.9215 3.9815
H -1.2681 -4.3899 1.6348
N -1.9529 0.0948 -2.7557
C -0.6285 0.0593 -2.9937
N 0.2754 0.0125 -2.0434
C 1.5570 -0.0103 -2.5527
C 1.6436 0.0074 -3.8955
S 0.0569 0.0451 -4.5814
C 2.5904 -0.0683 -1.5319
C 3.9316 -0.0786 -1.6441
S 4.6472 -0.1184 -0.0707
C 3.0701 -0.1292 0.6459
N 2.1022 -0.0993 -0.2390
N 2.8605 -0.2202 1.9681
H -2.2241 0.3656 -1.8184
H -2.5827 0.3203 -3.5032
H 2.5196 -0.0097 -4.5207
H 4.5377 -0.0599 -2.5332
H 3.6118 -0.0279 2.6043
H 1.8852 -0.1124 2.2763
Cl -2.5357 4.6359 -0.4782
C -1.9158 3.6455 0.8546
Cl -3.2394 3.0559 1.8838
C -1.1225 2.4595 0.3195
O 0.0567 2.3228 0.7181
O -1.6859 1.6554 -0.4647
H -1.2806 4.2672 1.4718
*
```

Results
LUMO energy   0.0167 hartree

Results of the Mulliken charge analysis, in e, for atoms 1 through 8: 0.185, -0.820, 0.573, -0.160, -0.748, -0.136, -0.896, 0.750


The following electronic energy values (in Eh) correspond, in order, to the records above: -3502.4172 -1338.6752 -908.1959 -3211.3769.
The following maximum force values (in eV Å⁻¹) correspond, in order, to the records above: 3.90 3.75 2.09 1.16.